Record 1
Molecular formula: C2H6OS2
Method: DFT, the ωB97M-V functional and the def2-TZVPD basis

- E_LUMO (spin up / spin down) (eV) = 0.38 / -1.93
- energy above the lowest of the compared OMol25 structures with the same formula, charge and spin (kcal per mole) = 14.2
- E_HOMO (spin up / spin down) (eV) = -6.434 / -9.273
- HOMO-LUMO gap (spin up / spin down) (eV) = 6.8 / 7.3
- <S²> = 2.007
- charge = 0
- spin multiplicity = 3

Each line ends with the Löwdin spin population.
CARTESIAN COORDINATES (ANGSTROEM)
C  -0.6629  0.1067  0.6783  0.105
C  -0.2506  -1.1487  0.0425  0.631
O  1.0374  -1.6000  0.1219  0.201
S  -0.0783  1.6384  -2.2355  0.293
S  0.5456  -0.1821  -2.7365  0.669
H  -1.6610  -0.0495  1.2368  0.013
H  -0.0234  0.5912  1.4352  0.006
H  -0.6587  0.8442  -0.2569  0.042
H  -0.9785  -1.8778  -0.3084  0.030
H  1.7024  -0.9048  0.1196  0.008
H  1.1750  1.9816  -1.6431  0.001

=====

Record 2
Molecular formula: C10H11ClErF5Sn
Method: DFT, the ωB97M-V functional and the def2-TZVPD basis

- E_LUMO (spin up / spin down) (eV) = 4.65 / 4.71
- E_HOMO (spin up / spin down) (eV) = 0.450 / 1.511
- HOMO-LUMO gap (spin up / spin down) (eV) = 4.2 / 3.2
- <S²> = 3.965
- charge = -2
- spin multiplicity = 4

Each line ends with the Löwdin spin population.
CARTESIAN COORDINATES (ANGSTROEM)
Er  -0.7447  0.5898  0.0638  2.163
Cl  -1.1516  2.5853  -1.3551  -0.009
C  -2.7198  -0.5251  0.1993  -0.014
H  -2.8283  -1.0339  1.1662  -0.001
H  -2.9737  -1.2466  -0.6027  -0.002
H  -3.4634  0.2933  0.1649  -0.001
Sn  0.8238  -1.4486  -3.5662  0.345
C  2.2278  0.2516  -3.6896  0.085
C  -1.1227  -0.5636  -4.1882  0.086
C  0.8630  -2.7044  -1.8025  0.394
H  -1.9030  -1.3353  -4.0841  0.001
H  -1.3572  0.3313  -3.6074  0.007
H  -1.0212  -0.3135  -5.2489  0.004
H  3.1773  -0.1198  -3.2207  0.001
H  2.3604  0.4322  -4.7612  0.005
H  1.7938  1.0950  -3.1510  0.007
H  -0.0612  -3.1661  -1.2977  0.019
H  1.7060  -2.6002  -1.0442  0.019
F  0.2508  -1.0926  1.4611  -0.005
C  0.3425  -0.1034  2.5126  -0.020
C  -0.0849  1.1781  2.1503  -0.029
C  0.0865  2.1798  3.0636  -0.019
F  -0.2639  3.4413  2.7623  -0.004
C  0.6567  1.9191  4.3119  -0.002
F  0.7979  2.9098  5.1960  0.001
C  1.0467  0.6390  4.6968  -0.021
F  1.5107  0.4090  5.9442  -0.005
C  0.8629  -0.3696  3.7676  -0.005
F  1.1888  -1.6319  4.1588  0.000

=====

What did the second record say?
Molecular formula: C10H11ClErF5Sn
Method: DFT, the ωB97M-V functional and the def2-TZVPD basis

- E_LUMO (spin up / spin down) (eV) = 4.65 / 4.71
- E_HOMO (spin up / spin down) (eV) = 0.450 / 1.511
- HOMO-LUMO gap (spin up / spin down) (eV) = 4.2 / 3.2
- <S²> = 3.965
- charge = -2
- spin multiplicity = 4

Each line ends with the Löwdin spin population.
CARTESIAN COORDINATES (ANGSTROEM)
Er  -0.7447  0.5898  0.0638  2.163
Cl  -1.1516  2.5853  -1.3551  -0.009
C  -2.7198  -0.5251  0.1993  -0.014
H  -2.8283  -1.0339  1.1662  -0.001
H  -2.9737  -1.2466  -0.6027  -0.002
H  -3.4634  0.2933  0.1649  -0.001
Sn  0.8238  -1.4486  -3.5662  0.345
C  2.2278  0.2516  -3.6896  0.085
C  -1.1227  -0.5636  -4.1882  0.086
C  0.8630  -2.7044  -1.8025  0.394
H  -1.9030  -1.3353  -4.0841  0.001
H  -1.3572  0.3313  -3.6074  0.007
H  -1.0212  -0.3135  -5.2489  0.004
H  3.1773  -0.1198  -3.2207  0.001
H  2.3604  0.4322  -4.7612  0.005
H  1.7938  1.0950  -3.1510  0.007
H  -0.0612  -3.1661  -1.2977  0.019
H  1.7060  -2.6002  -1.0442  0.019
F  0.2508  -1.0926  1.4611  -0.005
C  0.3425  -0.1034  2.5126  -0.020
C  -0.0849  1.1781  2.1503  -0.029
C  0.0865  2.1798  3.0636  -0.019
F  -0.2639  3.4413  2.7623  -0.004
C  0.6567  1.9191  4.3119  -0.002
F  0.7979  2.9098  5.1960  0.001
C  1.0467  0.6390  4.6968  -0.021
F  1.5107  0.4090  5.9442  -0.005
C  0.8629  -0.3696  3.7676  -0.005
F  1.1888  -1.6319  4.1588  0.000